(1)
{
  "formula": "C28H31N3O6",
  "method": "the ωB97M-V functional and the def2-TZVPD basis",
  "symbols": ["C", "C", "O", "C", "C", "C", "N", "C", "O", "C", "C", "C", "C", "C", "O", "C", "C", "C", "N", "C", "C", "C", "C", "C", "C", "C", "O", "C", "O", "C", "O", "C", "C", "C", "C", "C", "N", "H", "H", "H", "H", "H", "H", "H", "H", "H", "H", "H", "H", "H", "H", "H", "H", "H", "H", "H", "H", "H", "H", "H", "H", "H", "H", "H", "H", "H", "H", "H"],
  "positions_angstrom": [[0.01118, -0.47063, -4.99809], [-0.31828, -0.87458, -3.56360], [0.81018, -1.33869, -2.84645], [1.18343, -2.68189, -3.10307], [0.55089, -3.67113, -2.11396], [1.22354, -3.61923, -0.74115], [1.12435, -2.30349, -0.15944], [0.60920, -2.07016, 1.06076], [0.21974, -2.94474, 1.80600], [0.55047, -0.58247, 1.45274], [-0.81574, -0.02376, 1.14503], [-1.45254, 0.77852, 2.08867], [-2.67428, 1.35115, 1.82090], [-3.30469, 1.13346, 0.59426], [-4.48436, 1.78518, 0.40957], [-5.10916, 1.69718, -0.84834], [-2.70216, 0.28829, -0.32959], [-1.47388, -0.28674, -0.04574], [1.64246, 0.17245, 0.83974], [1.39888, 1.14051, -0.21768], [0.52814, 2.28501, 0.22243], [0.75866, 2.91409, 1.43623], [-0.06982, 3.92868, 1.90674], [-1.13633, 4.28175, 1.11699], [-1.35157, 3.67894, -0.12201], [-0.52838, 2.69139, -0.59638], [-2.47401, 4.21097, -0.70108], [-3.00664, 5.10516, 0.25354], [-2.12322, 5.20463, 1.34832], [2.92866, -0.11610, 1.14968], [3.87846, 0.41201, 0.59623], [3.15227, -1.17639, 2.19025], [3.93785, -2.27604, 1.86279], [4.16051, -3.23956, 2.83170], [3.61553, -3.05598, 4.09172], [2.87419, -1.90751, 4.32402], [2.64177, -0.99277, 3.40171], [0.80467, 0.27216, -4.99828], [-0.87152, -0.04752, -5.46937], [0.33880, -1.32674, -5.58335], [-1.11512, -1.63074, -3.55595], [-0.66826, 0.00247, -3.01149], [0.91627, -2.96166, -4.12736], [2.27381, -2.71620, -3.01315], [0.64591, -4.68104, -2.51421], [-0.51194, -3.44527, -2.00590], [0.74469, -4.31365, -0.04633], [2.28048, -3.89567, -0.84298], [1.38966, -1.53636, -0.75924], [0.68318, -0.54604, 2.54030], [-0.97324, 0.96728, 3.03695], [-3.16267, 1.98484, 2.54416], [-5.40750, 0.66960, -1.07983], [-4.45822, 2.08074, -1.64043], [-5.99958, 2.32043, -0.78053], [-3.17481, 0.07244, -1.27528], [-1.02590, -0.94299, -0.77539], [2.39224, 1.50844, -0.50123], [0.95303, 0.65075, -1.08922], [1.59275, 2.59206, 2.04031], [0.10442, 4.40766, 2.85518], [-0.70737, 2.23305, -1.55474], [-3.13960, 6.09644, -0.20483], [-3.98342, 4.72670, 0.60092], [4.35392, -2.36189, 0.87110], [4.75085, -4.11647, 2.60795], [3.76172, -3.78286, 4.87515], [2.43750, -1.70747, 5.29363]],
  "forces_ev_per_a": [[0.1, -0.2, 0.4], [-0.1, 0.1, -0.2], [0.2, 0.2, 0.1], [-0.2, -0.4, 0.0], [0.3, 0.3, 0.1], [-0.2, -0.3, 0.0], [0.3, 0.0, -0.5], [0.1, 0.3, 0.2], [-0.2, -0.1, 0.3], [-0.2, -0.3, 0.4], [-0.2, -0.2, -0.1], [-0.1, -0.1, -0.1], [-0.2, 0.0, -0.1], [0.2, -0.1, 0.1], [0.1, 0.0, 0.3], [-0.1, 0.0, -0.2], [-0.4, 0.1, -0.1], [0.1, 0.0, 0.3], [-0.2, 0.3, 0.0], [0.3, 0.2, -0.1], [0.0, 0.3, 0.0], [0.1, -0.1, -0.2], [-0.3, 0.3, -0.1], [0.1, -0.4, -0.5], [0.2, 0.2, 0.5], [-0.1, 0.3, 0.0], [0.3, -0.3, -0.2], [-1.1, 0.6, -0.1], [0.4, 0.0, 0.3], [0.1, 0.1, -0.1], [0.3, -0.1, 0.0], [0.5, -0.3, 0.1], [-0.1, 0.1, 0.0], [-0.1, 0.1, 0.0], [0.0, 0.0, -0.1], [0.1, -0.2, 0.3], [-0.1, 0.4, -0.2], [0.1, 0.1, 0.0], [-0.1, 0.0, -0.1], [0.0, 0.0, -0.1], [0.0, 0.1, 0.1], [-0.1, -0.1, 0.0], [0.1, 0.0, 0.0], [0.0, -0.1, -0.1], [0.0, -0.1, 0.0], [-0.1, 0.0, 0.0], [0.1, 0.1, -0.1], [-0.1, -0.1, 0.0], [-0.1, 0.1, 0.2], [-0.1, -0.1, -0.4], [0.1, 0.0, 0.1], [-0.1, 0.1, 0.1], [0.0, 0.0, 0.0], [0.0, 0.0, 0.0], [0.0, -0.1, 0.0], [-0.1, 0.0, -0.1], [0.1, -0.1, -0.1], [-0.3, -0.1, -0.1], [0.0, 0.0, 0.0], [0.1, -0.1, 0.1], [0.0, 0.1, 0.2], [-0.1, -0.1, -0.1], [0.1, -0.2, 0.1], [0.3, 0.0, -0.1], [0.0, 0.0, -0.1], [0.0, 0.0, 0.0], [0.0, 0.0, 0.1], [0.0, -0.1, 0.1]],
  "mulliken_charge": [-1.41, 0.05, -0.32, -0.63, -0.56, -1.06, 0.26, -0.24, -0.72, 0.61, -0.90, -0.54, -0.74, 0.56, -0.50, -0.93, -0.36, -0.18, 0.39, -0.21, 0.19, -0.68, -1.29, 1.10, 1.20, -1.20, -0.55, -0.36, -0.52, 0.47, -0.68, 0.75, -0.61, -0.54, -0.50, -0.34, -0.47, 0.32, 0.42, 0.35, 0.35, -0.01, 0.40, 0.38, 0.44, 0.26, 0.57, 0.34, 0.11, 0.83, 0.42, 0.46, 0.36, 0.34, 0.27, 0.52, 0.29, 0.73, -0.26, 0.47, 0.44, 0.36, 0.27, 0.29, 0.53, 0.42, 0.41, 0.41],
  "homo_energy_ha": -0.283,
  "e_lumo_ha": 0.02136,
  "gap_ev": 8.3
}


(2)
{
  "formula": "C10H17N3ORuS2",
  "method": "the ωB97M-V functional and the def2-TZVPD basis",
  "symbols": ["Ru", "C", "C", "S", "C", "C", "S", "H", "H", "H", "H", "H", "H", "O", "C", "C", "C", "C", "C", "C", "N", "H", "H", "H", "H", "H", "H", "H", "N", "N", "H", "H", "H", "H"],
  "positions_angstrom": [[-0.01116, 0.63552, 0.25011], [3.98194, -1.18408, -1.26269], [2.66504, -0.96328, -0.59339], [1.52494, -0.09918, -1.55999], [2.40914, -1.45158, 0.66791], [3.39494, -2.30828, 1.39561], [0.94874, -1.14598, 1.54371], [4.15324, -0.39128, -1.98599], [3.99444, -2.12468, -1.81549], [4.79254, -1.20478, -0.54049], [4.16704, -1.69088, 1.85821], [3.88164, -3.01518, 0.72801], [2.89184, -2.85538, 2.18961], [-1.92496, 2.10562, 0.72591], [-2.97906, 1.78132, -0.17359], [-3.02186, 0.27742, -0.29159], [-4.14426, -0.48018, 0.01091], [-4.09086, -1.85538, -0.15639], [-2.92416, -2.42678, -0.64109], [-1.84026, -1.60618, -0.89979], [-1.88456, -0.28578, -0.71999], [-1.72506, 3.05432, 0.69351], [-2.77896, 2.20202, -1.16959], [-3.93116, 2.16942, 0.20551], [-5.03706, 0.00112, 0.37511], [-4.94596, -2.46568, 0.08591], [-2.85806, -3.48848, -0.80959], [-0.90776, -2.00948, -1.28019], [0.38394, 3.80632, 0.77601], [1.23364, 2.80362, 0.20221], [0.74904, 4.74652, 0.61061], [0.33774, 3.65372, 1.78141], [2.18054, 2.81782, 0.59981], [1.31484, 2.99762, -0.80019]],
  "forces_ev_per_a": [[0.2, -0.3, -1.8], [0.1, -0.1, -0.1], [-0.3, 0.5, -0.8], [-0.9, 0.2, 2.3], [-0.8, 0.0, 0.8], [0.1, -0.1, 0.0], [0.0, 1.4, -1.8], [0.1, 0.0, 0.0], [0.0, -0.1, 0.0], [0.1, 0.0, 0.0], [0.1, 0.0, 0.0], [0.0, -0.1, 0.0], [0.1, -0.1, 0.0], [0.7, -0.2, 0.1], [-0.5, -0.3, -0.1], [-0.3, 0.1, 0.1], [0.2, 0.3, -0.2], [0.3, 0.0, -0.1], [-0.2, 0.1, 0.0], [0.0, -0.3, -0.2], [1.0, -0.2, 1.1], [0.2, -0.1, -0.1], [-0.1, 0.0, 0.2], [0.1, -0.1, -0.1], [-0.1, 0.1, 0.0], [-0.1, -0.1, 0.0], [0.1, -0.1, 0.0], [0.0, 0.1, 0.2], [-0.1, 0.4, 0.1], [0.2, -0.7, 0.3], [0.0, -0.3, 0.1], [0.1, 0.0, -0.2], [-0.3, 0.1, -0.2], [0.0, -0.2, 0.4]],
  "lowdin_spin": [0.09, 0.02, 0.17, 0.23, 0.14, 0.01, 0.30, 0.00, 0.01, 0.00, 0.00, 0.00, 0.00, 0.00, 0.00, 0.00, 0.00, 0.00, 0.00, 0.00, 0.01, 0.00, 0.00, 0.00, 0.00, 0.00, 0.00, 0.00, 0.00, 0.00, 0.00, 0.00, 0.00, 0.00],
  "homo_energy_ha": [-0.384, -0.411],
  "multiplicity": 2,
  "e_lumo_ha": [-0.13619, -0.16808],
  "charge": 1,
  "gap_ev": [6.7, 6.6]
}


(3)
{
  "formula": "HN2O2",
  "method": "the ωB97M-V functional and the def2-TZVPD basis",
  "symbols": ["O", "N", "N", "O", "H"],
  "positions_angstrom": [[-0.51308, 0.26388, 2.08770], [0.16169, 0.82941, 0.84422], [0.33368, 0.33148, -0.18923], [-0.30568, -0.87887, -1.02853], [0.32339, -0.54590, -1.71417]],
  "forces_ev_per_a": [[1.3, 1.5, -3.7], [-2.3, -2.1, 6.4], [1.8, 1.9, -3.3], [0.4, -0.3, 0.1], [-1.1, -1.0, 0.5]],
  "mulliken_charge": [-0.64, 0.01, -0.25, -0.52, 0.40],
  "homo_energy_ha": [-0.118, -0.118],
  "e_lumo_ha": [0.17934, 0.17933],
  "charge": -1,
  "gap_ev": [8.1, 8.1]
}


(4)
{
  "formula": "C14H10F5HgN",
  "method": "the ωB97M-V functional and the def2-TZVPD basis",
  "symbols": ["C", "C", "C", "C", "C", "Hg", "C", "C", "C", "N", "H", "H", "H", "H", "H", "H", "H", "H", "H", "H", "F", "C", "C", "C", "F", "C", "F", "C", "F", "C", "F"],
  "positions_angstrom": [[1.50822, -1.60179, -2.61955], [0.10493, -1.53037, -2.85715], [-0.54518, -2.39790, -1.93002], [0.46398, -3.01532, -1.12485], [1.73449, -2.53268, -1.56350], [0.96008, 0.99579, 0.23742], [-1.49021, 1.57993, -1.58989], [-0.15584, 1.70178, -1.78746], [0.80641, 2.02703, -2.63215], [2.25508, 0.88408, -1.44113], [-1.61847, -2.55250, -1.84575], [-0.38376, -0.90807, -3.60508], [0.29197, -3.73194, -0.32578], [2.70659, -2.81332, -1.16098], [2.26505, -1.02530, -3.13705], [-2.22607, 1.75102, -2.38599], [3.21693, 1.05249, -1.12361], [-1.85629, 1.30973, -0.59502], [0.69770, 2.49573, -3.61288], [2.06261, 1.70694, -2.14726], [-0.36102, -1.56661, 1.59571], [-0.57592, -0.46244, 2.37406], [-0.11702, 0.78278, 1.97945], [-0.41141, 1.87477, 2.77860], [-0.01769, 3.12641, 2.40695], [-1.12383, 1.73280, 3.97147], [-1.40522, 2.81098, 4.72990], [-1.55430, 0.47028, 4.37690], [-2.22254, 0.31700, 5.53733], [-1.28469, -0.63100, 3.56488], [-1.72457, -1.85031, 3.93243]],
  "forces_ev_per_a": [[-0.8, -0.9, -0.1], [0.6, -0.6, 0.4], [0.9, 0.0, 0.0], [-0.1, 0.4, -0.7], [-0.7, 0.3, -0.3], [0.9, -0.4, -1.9], [-0.7, 0.1, 1.0], [0.7, 1.3, -2.1], [-4.2, 0.9, -0.8], [2.4, 0.0, 2.1], [0.1, 0.0, 0.0], [0.1, 0.0, 0.3], [0.0, 0.1, 0.0], [-0.1, 0.1, 0.0], [-0.1, -0.1, 0.1], [0.2, -0.4, 0.1], [0.6, -0.3, 0.0], [-0.3, 0.2, -0.3], [0.6, 0.3, 0.3], [0.2, -0.9, 1.1], [-0.2, 1.2, 1.0], [-0.2, -0.5, 0.0], [0.0, 0.2, 0.2], [-0.3, -0.4, 0.2], [-0.2, -0.6, 0.4], [0.2, 0.0, -0.4], [0.0, 0.0, 0.1], [0.4, 0.1, -0.5], [0.0, 0.0, -0.1], [0.1, 0.0, -0.2], [0.0, 0.2, 0.1]],
  "mulliken_charge": [-0.28, -0.53, -0.66, -0.51, -0.72, 0.31, -0.87, -0.15, -0.45, -0.67, 0.36, 0.36, 0.45, 0.34, 0.36, 0.28, 0.09, 0.05, 0.35, 0.27, -0.13, 0.88, -1.21, 0.48, -0.32, 0.33, -0.33, 0.47, -0.33, 0.10, -0.32],
  "homo_energy_ha": [0.028, 0.034],
  "e_lumo_ha": [0.17200, 0.17203],
  "charge": -2,
  "gap_ev": [3.9, 3.8]
}


(5)
{
  "formula": "C2H3N3O2",
  "method": "the ωB97M-V functional and the def2-TZVPD basis",
  "symbols": ["H", "N", "C", "N", "O", "C", "O", "N", "H", "H"],
  "positions_angstrom": [[1.12508, 1.45416, -1.91961], [0.30070, 0.92103, -1.71806], [0.08265, 0.46762, -0.55670], [-1.24526, 0.12615, -0.32723], [-1.26993, -0.86960, 0.68518], [-0.07680, -0.77780, 1.35027], [0.17997, -1.35483, 2.36574], [0.73424, 0.09499, 0.61455], [-1.56330, -0.15578, -1.25671], [1.73264, 0.09407, 0.76257]],
  "forces_ev_per_a": [[0.7, -0.2, 0.2], [0.2, 0.4, 0.4], [-0.1, 0.1, -0.3], [0.0, 0.2, -0.2], [0.0, -0.2, 0.1], [0.1, 0.0, 0.1], [-0.1, 0.3, -0.7], [0.1, 0.0, -0.2], [-0.7, -0.7, 0.6], [-0.2, 0.1, 0.0]],
  "mulliken_charge": [0.23, -0.64, 0.40, -0.18, -0.23, 0.44, -0.51, -0.07, 0.29, 0.25],
  "homo_energy_ha": -0.366,
  "e_lumo_ha": 0.02094,
  "gap_ev": 10.5
}


Number 1: E -46294.189 eV. Number 2: E -41408.455 eV. Number 3: E -7087.153 eV. Number 4: E -33922.067 eV. Number 5: E -10686.629 eV.